Entry from the OMol25 dataset: 2 unconnected molecules or ions with the total composition C10H14N2O at a distorted geometry (the ωB97M-V functional and the def2-TZVPD basis).

Geometry as XYZ:
```
27
Properties=species:S:1:pos:R:3:forces:R:3
O 0.485 -1.919 -0.157 0.8792 0.2874 -0.1176
C 0.823 -0.867 -0.675 -2.2507 0.6961 -0.0112
C 0.023 -0.323 -1.778 -0.2096 0.7672 -0.3024
C 0.257 0.842 -2.376 1.3562 -0.6411 0.0196
C 1.520 1.580 -2.045 -0.4685 1.2833 -0.0718
C 2.602 0.841 -1.328 -1.9469 -0.7947 1.7605
C 1.826 0.086 -0.155 1.9338 0.5811 1.4933
H -0.902 -0.783 -1.923 -1.2212 -1.1599 -0.5569
H -0.337 1.226 -3.213 -0.1228 -0.0764 0.6309
H 1.863 2.022 -2.963 0.3664 0.5980 -0.3145
H 1.268 2.357 -1.320 -0.3904 0.6214 -0.4154
H 3.067 0.192 -2.019 0.6672 -1.2268 -0.4337
H 3.350 1.495 -0.905 0.1280 0.2597 0.0383
H 2.472 -0.638 0.346 0.5646 0.5757 0.5152
H 1.404 0.841 0.696 0.7246 -1.8384 -2.2807
C -2.782 -1.492 0.515 -0.7407 -1.3901 -1.0512
N -1.953 -0.731 1.340 3.0493 -0.7167 3.0268
C -1.124 -1.210 2.337 0.2990 3.0962 0.5306
C -0.514 -0.059 2.885 0.6578 -0.6477 0.5181
C -1.002 1.001 2.115 1.3360 2.5562 0.3142
N -1.859 0.591 1.252 -1.7855 -0.4218 -2.7364
H -2.839 -0.916 -0.411 -0.4290 -0.5515 -0.1031
H -2.465 -2.573 0.363 0.2207 1.6278 0.0833
H -3.716 -1.558 1.035 -1.0885 -0.0057 -0.2781
H -0.971 -2.196 2.697 -0.3286 -0.8003 -0.3880
H 0.210 0.083 3.722 -0.7361 -0.6574 -0.9132
H -0.707 2.109 1.963 -0.4643 -2.0213 1.0433
```
Positions in Å, forces in eV/Å.

The spin multiplicity is 1. Its HOMO energy is -8.980 eV. The SMILES is O=C1C=CCCC1.Cn1cccn1. The value obtained for the largest force on an atom is 4.36 eV/A. The value obtained for the lowest unoccupied orbital energy is 0.63 eV. The value obtained for the molar mass is 178.24 g mol⁻¹.


Entry from the OMol25 dataset: a gas-phase ion, C10H14N3O (charge +1) at a distorted geometry (the ωB97M-V functional and the def2-TZVPD basis).

Geometry as XYZ:
```
28
Properties=species:S:1:pos:R:3:forces:R:3
H -2.945 -2.429 1.171 0.8987 0.1425 0.8088
N -1.964 -2.104 1.025 -1.9352 -0.9198 -0.8330
C -2.015 -0.987 0.448 0.7632 0.9939 0.2032
C -3.134 0.062 0.426 0.0125 0.0383 -0.9626
C -2.838 1.386 -0.184 1.2046 0.4513 -0.8546
C -1.597 1.615 -0.630 -1.9381 -0.6798 1.0376
N -0.545 0.706 -0.451 2.0205 -0.5631 0.1586
C 0.778 1.306 -0.572 0.6393 1.9445 1.8811
C 1.432 1.882 0.492 -1.4989 -1.6111 -0.6669
O 1.128 1.804 1.801 0.2612 -0.1938 -0.4489
C -0.656 -0.548 -0.054 1.4805 0.1227 0.6310
N 0.409 -1.368 0.104 -2.9540 -1.4731 1.3182
C 1.780 -1.186 -0.167 2.7247 0.6695 -0.9250
C 2.726 -1.079 0.776 0.2704 0.7477 -3.8582
C 2.278 -1.116 -1.613 -1.9759 -3.4762 -1.3709
H -3.551 0.269 1.388 -0.0272 -0.4018 1.0813
H -3.989 -0.201 -0.167 -0.5486 -1.1958 -0.2463
H -3.708 2.058 -0.341 1.0465 -0.3233 0.1538
H -1.159 2.457 -1.038 -0.1322 1.9316 -0.9468
H 1.112 1.688 -1.512 -0.1103 -0.4327 -0.7551
H 2.380 2.365 0.346 0.0787 0.3841 -0.2467
H 0.432 1.160 1.981 -0.1513 0.1057 -0.0549
H 0.102 -2.252 0.620 0.4457 1.3778 -0.9335
H 2.547 -1.218 1.741 -0.8907 -0.3768 4.1499
H 3.740 -0.716 0.514 -0.7127 -0.8300 -0.0476
H 2.847 -0.275 -1.812 0.8387 1.8872 -0.3651
H 1.465 -1.285 -2.403 0.8026 0.8251 1.2160
H 2.944 -1.994 -1.890 -0.6126 0.8552 0.8768
```
Positions in Å, forces in eV/Å.

The spin multiplicity is 1. Its HOMO energy is -12.683 eV. The charge is +1. The SMILES is [H]/N=C1\CC=CN(/C=C\O)\C1=[NH+]/C(=C)C. The value obtained for the largest force on an atom is 4.26 eV/A. The value obtained for the lowest unoccupied orbital energy is -4.51 eV. The value obtained for the molar mass is 192.24 g mol⁻¹.


Entry from the OMol25 dataset: 2 unconnected molecules or ions with the total composition C10H14N4 at a distorted geometry (the ωB97M-V functional and the def2-TZVPD basis).

Geometry as XYZ:
```
28
Properties=species:S:1:pos:R:3:forces:R:3
C 3.232 0.785 0.232 -3.1148 -1.0735 -1.4433
C 3.276 0.581 -1.200 0.4722 0.8901 2.0434
C 2.030 0.676 0.913 1.1115 -0.8207 -0.4968
C 2.159 0.341 -1.932 0.8277 0.6231 -0.1446
C 0.744 0.491 0.137 2.6915 0.9521 -0.7361
C 0.944 0.226 -1.280 -1.8916 -1.0885 -0.5846
C -2.277 1.849 -0.625 -3.1006 -0.3468 -0.5936
C -0.345 1.074 0.685 1.4608 1.2404 1.8115
C -2.194 -0.509 -0.679 -4.2248 -2.7804 1.6230
C -1.114 -1.005 -1.144 2.4546 -0.2022 -1.7253
N -0.138 -0.364 -1.950 1.7815 -1.0749 -0.0581
N -2.792 0.687 -0.965 -1.7686 1.1884 -0.8969
N -1.260 2.017 0.142 1.7849 -0.6855 0.8972
N -0.198 -1.863 4.404 -0.9943 -0.6405 2.1674
H 4.168 0.904 0.652 1.4101 0.3868 1.5004
H 4.277 0.641 -1.625 -0.3804 -0.1404 -0.3372
H 2.104 0.664 2.013 -0.7380 0.3503 -0.5769
H 2.370 0.299 -2.983 -0.9033 -0.5437 -0.5584
H -2.904 2.713 -0.786 0.1082 0.2599 -0.4299
H -0.148 1.267 1.761 -0.7765 -0.1067 -0.5743
H -2.923 -1.312 -0.249 1.3636 1.7711 -0.3232
H -0.928 -2.007 -0.890 0.3682 -1.3726 0.0410
H 0.230 -1.040 -2.697 -0.8589 1.5337 1.0876
H -3.792 0.561 -1.357 2.1277 1.0342 0.6969
H -1.102 2.946 0.531 -0.2159 -0.0767 -0.1415
H -0.894 -1.415 5.081 1.2264 -0.4445 -1.2205
H 0.723 -1.719 4.898 -1.2654 -0.5623 -0.6366
H -0.489 -2.886 4.547 1.0443 1.7300 -0.3906
```
Positions in Å, forces in eV/Å.

The spin multiplicity is 1. Its HOMO energy is -15.176 eV. The charge is +2. The value obtained for the largest force on an atom is 5.31 eV/A. The value obtained for the lowest unoccupied orbital energy is -9.39 eV. The value obtained for the molar mass is 190.25 g mol⁻¹.